*w*
Below is one molecule with the formula CH4N2, with properties calculated with ωB97M-V with the def2-TZVPD basis set.

The geometry in XYZ format:
```
7
Properties=species:S:1:pos:R:3:lowdin_charge:R:1
C -0.46290 0.08260 -0.07645 -0.3022
N 0.71282 -0.74077 -0.10268 -0.0835
N 0.77696 0.66229 0.08133 -0.1178
H -0.91230 0.34880 -1.00209 0.0885
H -1.26499 0.13978 0.56700 0.0745
H 1.11643 -1.26423 0.92256 0.1873
H 1.20152 1.07978 -0.87448 0.1531
```

Computed properties:
- LUMO (eV) = 1.3
- M (g/mol) = 44.1


*x*
Below is one molecule with the formula CH4N2, with properties calculated with ωB97M-V with the def2-TZVPD basis set.

The geometry in XYZ format:
```
7
Properties=species:S:1:pos:R:3:lowdin_charge:R:1
C 0.38495 -0.09257 -0.28746 -0.4018
H -1.06420 0.41497 0.91468 0.0762
H -1.18468 -1.39830 0.23867 0.1354
H 0.59588 -1.17804 -0.76738 0.1276
H 0.95618 1.69837 0.04288 -0.0256
N -0.79124 -0.40244 0.39658 0.0249
N 1.10310 0.95802 -0.53796 0.0632
```

Computed properties:
- LUMO (eV) = 0.9
- M (g/mol) = 44.1


Which structure is most stable? *x*, by 50.9 kcal/mol over the runner-up.


*w*
Below is a 2-piece molecular cluster, C4H6O2 overall, with properties calculated with ωB97M-V with the def2-TZVPD basis set.

The geometry in XYZ format:
```
12
Properties=species:S:1:pos:R:3:lowdin_charge:R:1
O 2.12040 -0.43004 -0.04384 -0.0121
C 0.89453 -1.00098 0.10048 -0.2934
C 0.03088 -0.78675 1.10234 0.0022
C -1.49610 0.70172 -0.77816 0.0156
C -0.28416 1.11055 -0.46822 -0.3180
O 0.70590 1.73664 -0.32155 0.1064
H 2.05991 0.54413 -0.07463 0.0792
H 0.61531 -1.65731 -0.72916 0.1263
H -0.90507 -1.34283 1.14756 0.0761
H 0.21966 -0.08057 1.90793 0.0903
H -2.10315 1.52704 -1.12043 0.0668
H -1.85626 -0.31783 -0.75971 0.0607
```

Computed properties:
- LUMO (eV) = 0.9
- M (g/mol) = 86.1


*x*
Below is one molecule with the formula C4H6O2, with properties calculated with ωB97M-V with the def2-TZVPD basis set.

The geometry in XYZ format:
```
12
Properties=species:S:1:pos:R:3:lowdin_charge:R:1
O 2.39118 -0.37806 -0.78050 0.0683
C 1.96898 0.22954 0.17599 -0.1778
C 0.41577 0.39871 0.35926 -0.0809
C -0.34044 -0.53948 -0.50169 -0.1737
C -1.64488 -0.02177 0.03703 -0.2352
O -1.00891 0.09658 1.33026 -0.1313
H 2.66957 0.83228 0.77923 0.1203
H 0.23895 1.46370 0.43066 0.1281
H -0.25807 -1.39763 0.17941 0.1367
H -0.04518 -0.82103 -1.50223 0.1150
H -2.46790 -0.72848 -0.10329 0.1154
H -1.97249 0.97138 -0.31187 0.1150
```

Computed properties:
- LUMO (eV) = -0.2
- M (g/mol) = 86.1


Which structure is most stable? *w*, by 39.3 kcal/mol over the runner-up.